Here is one molecule with the formula C4H7NS at a distorted geometry from the OMol25 dataset. Energies are from the ωB97M-V functional and the def2-TZVPD basis.

Each line ends with the Löwdin charge.
Positions of all 13 atoms, in Å:
C 1.11941 -1.91475 -0.87885  0.11
C 0.50179 -0.88284 -0.79714  -0.14
C -0.40040 0.31333 -0.50626  -0.45
N -1.79921 -0.17324 -0.40673  0.03
C 0.04899 0.80442 0.89539  -0.49
S 1.81427 1.42139 0.71592  0.69
H 1.58564 -2.85845 -0.86738  0.02
H -0.29589 1.10389 -1.28709  0.14
H -2.45742 0.57336 -0.49834  0.06
H -1.96538 -0.51597 0.53515  0.07
H -0.00694 0.06302 1.68136  0.07
H -0.48614 1.71420 1.24044  0.07
H 2.34128 0.35163 0.17354  -0.19

structure (SMILES): C#C[C@@H](N)CS
HOMO: -9.042 eV
DFT total energy: -16584.4313 eV
relative energy (zero: lowest compared OMol25 entry of this formula, charge and spin): 241.2 kJ/mol